CH6NO3P | the ωB97M-V functional and the def2-TZVPD basis

Atoms and positions in Å:
O: 0.43877 0.25664 -0.04737
H: -2.34926 -1.75239 -0.81412
H: 0.81752 1.80035 1.40469
P: -2.12666 0.56229 -0.05926
H: 0.80348 -1.53956 -0.88963
H: 1.54619 -0.32302 -1.62959
H: 0.76935 0.12448 2.00279
O: -2.32392 -1.05461 -0.12129
H: 2.26990 0.82963 1.08493
N: 1.33611 -0.71508 -0.67873
C: 1.09167 0.76656 1.16382
O: -2.27314 1.04471 -1.41624

The value obtained for the HOMO energy is -10.1 eV. The gap between HOMO and LUMO comes out at 10.70 eV. The structure (SMILES) is O=PO.CON. The value obtained for the relative energy (zero: lowest compared OMol25 entry of this formula, charge and spin) is 53.1 kcal per mole. The value obtained for the lowest unoccupied orbital energy is 0.0211 Ha. As for the net charge: 0.

=====

C9H21NO4Si | the ωB97M-V functional and the def2-TZVPD basis

Atoms and positions in Å:
H: 1.80596 1.74345 2.13044
C: 1.09639 -0.97748 -3.44877
H: -0.22641 0.29623 -4.36717
H: 1.54017 -0.42444 3.44272
H: -1.56926 0.57239 -0.37790
C: 0.70072 0.20629 3.12558
O: -0.65585 3.03695 3.73869
C: -1.53844 -2.53301 2.15470
Si: -1.32757 -0.73141 1.66068
N: 0.79541 0.25578 -4.33661
C: 2.47700 -1.52057 -3.54614
H: -0.77243 -3.16506 1.69776
H: -2.24216 0.76310 3.47492
C: 1.12545 1.65811 2.98529
H: 0.87232 1.64840 -2.74776
O: 0.23981 -0.25212 1.85629
C: -1.58152 -0.50264 -0.17111
H: 1.06284 2.35769 -4.37608
H: -0.08842 0.12920 3.88449
C: -0.12505 2.54629 2.72667
H: 2.57573 -2.31037 -2.80744
H: -2.53423 -2.88410 1.86681
H: -3.42242 -0.40076 2.86225
H: 3.22044 -0.74715 -3.35155
H: -2.49426 -0.96527 -0.55789
C: -2.60940 0.27599 2.56908
H: -1.45804 -2.62178 3.24305
H: -0.72419 -0.94994 -0.67813
H: 1.16315 0.12987 -5.28012
H: 1.64971 1.98129 3.88920
O: -0.50222 2.60867 1.53093
H: 2.65138 -1.92557 -4.54538
H: 2.40876 1.45013 -3.64569
C: 1.32947 1.52834 -3.72802
H: -3.03224 1.03731 1.91085
O: 0.18943 -1.31378 -2.78464

The value obtained for the HOMO energy is -6.0 eV. The gap between HOMO and LUMO comes out at 4.21 eV. The value obtained for the lowest unoccupied orbital energy is -0.0668 Ha. As for the net charge: 0.

=====

C18H25BrF3N3O5 | the ωB97M-V functional and the def2-TZVPD basis

Atoms and positions in Å:
C: 2.89670 1.48717 0.91807
H: -3.16738 0.06332 0.89163
H: -2.32451 4.42122 2.05555
H: -2.77018 -1.36489 -0.08671
H: -2.17258 -5.69773 -3.55231
C: -0.56122 0.89467 2.76465
H: -0.64824 -2.48536 -1.96984
C: -1.78680 0.85848 3.61984
O: -2.68308 -2.77014 -2.12955
H: 6.02696 0.85807 -0.27524
H: -1.66534 -5.24954 -1.19895
H: -2.32510 -0.06349 3.41782
H: -1.46486 0.85542 4.64776
O: 1.76605 -0.05696 -0.62020
F: 1.93895 2.60940 -1.64792
C: 0.25187 1.44744 0.54967
C: 5.38529 1.45382 0.35332
O: -0.30625 -1.42136 0.99217
F: 0.41153 2.23975 -3.15051
C: -1.15003 -0.56812 1.04266
H: 2.99406 2.39789 0.34468
C: 0.74782 0.11250 -1.46537
N: 4.29446 -0.55919 0.98723
C: -1.89311 -4.68329 -3.27187
C: 0.60542 2.51171 -1.83410
C: 1.64106 0.71316 0.58633
C: -1.18171 -4.59000 -1.92372
H: 5.11914 2.39943 -0.09928
H: -2.96600 -1.46144 1.68762
C: 0.38169 2.89272 1.06942
H: 1.57730 -0.04784 1.35299
H: 5.92618 1.68920 1.26556
H: -0.12452 -4.84554 -1.96395
O: 0.55114 0.95179 3.22297
C: -2.61423 -0.86332 0.85589
N: -1.45617 3.92335 2.23402
H: -3.93480 -4.33597 -2.60612
C: 4.16760 0.67691 0.76021
O: 0.49602 -0.58426 -2.41345
N: -0.81984 0.82754 1.34291
H: 2.80611 1.78513 1.95766
H: 3.40458 -0.96640 1.27430
F: 0.06287 3.73161 -1.58827
H: 1.01875 3.46974 0.41609
H: 0.85534 2.91048 2.03750
H: -3.45058 -3.30566 -3.96670
C: -1.41966 -3.13415 -1.55547
H: -2.41254 1.71337 3.41532
H: -1.44394 -2.96827 -0.48209
H: -1.39661 3.86058 0.18571
C: -0.01728 1.36963 -0.96719
C: -3.10057 -3.78110 -3.04991
Br: -1.88887 1.33901 -1.49910
C: -0.92396 3.61345 1.12759
H: -1.25692 -4.27393 -4.05930

The value obtained for the HOMO energy is -9.3 eV. The gap between HOMO and LUMO comes out at 9.43 eV. The structure (SMILES) is [H]/N=C(/C)C[C@@H]1OC(=O)[C@](Br)(C(F)(F)F)[C@@]1(C/C=N/[H])N(C(C)=O)C(C)=O.C1CCOC1. The value obtained for the lowest unoccupied orbital energy is 0.0035 Ha. As for the net charge: 0.

=====

C3H10NP | the ωB97M-V functional and the def2-TZVPD basis

Atoms and positions in Å:
H: -1.81050 -0.53533 1.25988
C: -0.92617 -0.91125 0.81356
H: -1.70777 1.24437 -1.63627
C: -0.81512 -0.35742 -0.55686
H: -0.93446 -2.01791 0.61941
H: 1.81970 -1.94510 -0.19985
H: -1.28313 -0.88230 -1.40154
C: -1.14342 1.14891 -0.71195
N: 2.14351 0.26282 0.67140
H: 1.51422 1.10970 0.46456
H: -0.19794 1.75859 -0.67526
H: 3.12739 0.71146 0.62324
H: -1.69398 1.50330 0.18834
P: 1.90529 -0.57413 -0.86793
H: 0.00236 -0.51570 1.40928

The value obtained for the HOMO energy (alpha / beta) is -7.8 / -7.8 eV. The gap between HOMO and LUMO (alpha / beta) comes out at 7.90 / 7.81 eV. The value obtained for the relative energy (zero: lowest compared OMol25 entry of this formula, charge and spin) is 78.0 kcal per mole. The value obtained for the lowest unoccupied orbital energy (alpha / beta) is 0.0040 / 0.0001 Ha. As for the net charge: 0.

=====

H16O8 | the ωB97M-V functional and the def2-TZVPD basis

Atoms and positions in Å:
H: 22.48309 -8.63421 11.44988
H: 16.44523 -13.39570 11.27292
H: 18.89865 -13.54839 14.29778
H: 18.43016 -12.89266 12.29194
H: 16.07896 -13.35705 12.80347
H: 21.47244 -9.92277 11.55645
H: 16.49686 -12.31491 14.44703
O: 15.80518 -11.73060 14.69274
H: 19.52954 -12.15482 11.46153
O: 16.44159 -12.89972 12.06243
H: 19.52044 -10.05325 10.41097
O: 19.14085 -16.02901 10.89172
H: 19.10919 -11.97986 8.37614
O: 19.30274 -12.99509 11.85236
O: 19.01663 -12.84796 8.76704
O: 18.32548 -12.95809 14.76724
H: 19.20087 -10.33348 11.72470
H: 19.10154 -12.71922 9.68123
H: 19.50277 -15.35840 11.43964
H: 19.49925 -15.79636 10.03416
H: 15.02042 -12.08138 14.32372
H: 18.70426 -12.06207 14.59296
O: 22.31253 -9.49009 11.87695
O: 19.80298 -10.65218 11.06739

The value obtained for the HOMO energy is -11.1 eV. The gap between HOMO and LUMO comes out at 10.76 eV. The structure (SMILES) is O.O.O.O.O.O.O.O. The value obtained for the relative energy (zero: lowest compared OMol25 entry of this formula, charge and spin) is 63.6 kcal per mole. The value obtained for the lowest unoccupied orbital energy is -0.0136 Ha. As for the net charge: 0.

=====

C2H8N2 | the ωB97M-V functional and the def2-TZVPD basis

Atoms and positions in Å:
H: -1.72500 -0.78949 -2.47178
C: -0.62656 -0.72863 -0.67523
N: -2.42125 0.75013 -1.23534
H: -1.96518 1.47242 -0.70900
H: 2.74351 1.01784 2.41750
H: -0.07341 -0.01490 -0.08239
H: 2.30724 -0.48574 2.86055
C: -1.68182 -0.42313 -1.45301
H: -2.94503 1.05028 -2.02891
H: 3.48726 -0.23760 1.70933
N: 3.09609 0.08328 2.58461
H: -0.19585 -1.69447 -0.91635

The value obtained for the HOMO energy is -8.3 eV. The gap between HOMO and LUMO comes out at 9.25 eV. The structure (SMILES) is C=CN.N. The value obtained for the relative energy (zero: lowest compared OMol25 entry of this formula, charge and spin) is 23.0 kcal per mole. The value obtained for the lowest unoccupied orbital energy is 0.0361 Ha. As for the net charge: 0.